DFT (ωB97M-V/def2-TZVPD) results for a molecular structure, C39H45FI2N3O3S3.

The geometry in XYZ format:
```
96
Properties=species:S:1:pos:R:3:forces:R:3
C 11.110 -4.659 1.426 -0.3 1.2 -0.5
C 11.035 -3.347 0.470 -0.8 -0.9 0.1
O 12.010 -3.396 -0.618 0.0 -0.3 1.7
C 9.533 -3.320 -0.151 2.1 0.6 0.3
N 8.700 -2.533 0.801 -0.5 -1.1 -0.5
C 7.268 -2.956 0.806 -0.5 -0.1 0.3
C 6.337 -1.787 0.159 1.9 -1.2 0.9
O 4.969 -2.181 0.423 -0.5 2.1 -1.6
C 4.026 -1.295 -0.174 -2.8 2.1 -1.0
C 4.052 -0.889 -1.669 -2.4 1.0 1.7
C 2.955 0.067 -2.276 0.4 -0.9 3.8
C 3.056 0.407 -3.830 -0.3 -2.0 1.0
I 3.158 2.533 -4.297 0.5 -0.7 0.3
C 1.914 -0.414 -4.679 2.1 -1.1 -0.4
C 2.678 -1.086 -5.959 -0.6 0.6 -0.4
I 0.289 0.831 -5.420 0.2 -0.9 0.3
C 1.873 0.572 -1.290 1.2 -1.0 1.0
C 1.786 0.175 0.227 3.4 -1.7 -1.9
C 2.889 -0.757 0.773 0.0 1.0 -3.4
N 0.707 0.645 1.147 0.6 0.7 -2.0
C -0.523 -0.175 0.914 -0.7 -1.1 0.2
C -1.705 0.070 1.970 -0.4 0.2 0.2
C -3.108 -0.247 1.234 -0.1 1.1 -1.2
S -4.227 -1.385 2.186 -0.5 -0.3 -0.6
C -5.207 -2.329 0.887 1.4 -0.2 -0.5
S -4.483 -3.654 0.183 -1.2 1.9 0.8
N -6.549 -1.778 0.576 -0.6 -2.3 -1.0
C -6.752 -1.532 -0.871 -0.4 2.2 -4.7
C -6.834 -0.038 -1.346 -0.4 -3.7 -2.3
C -7.094 0.202 -2.858 -0.1 -2.0 0.5
C -7.295 -0.911 -3.919 0.8 -1.6 3.7
C -7.187 -2.385 -3.455 0.4 2.7 3.2
C -6.933 -2.651 -1.954 0.0 2.2 -0.2
C -7.652 -2.669 0.996 -3.7 -2.2 1.2
C -9.108 -2.159 0.671 -0.1 -2.4 1.3
C -10.394 -2.957 0.986 4.2 -1.0 0.5
C -10.254 -4.351 1.655 3.1 2.6 -0.9
C -8.829 -4.837 2.001 -0.7 2.0 -1.2
C -7.515 -4.045 1.689 -3.5 1.7 -1.0
C 0.462 2.097 1.010 -0.6 4.3 0.3
C 0.328 2.910 2.331 -0.1 1.6 -2.9
C 0.107 4.453 2.281 0.4 -2.3 -2.2
F 0.016 5.113 3.586 0.5 -2.0 -3.9
C 0.031 5.167 0.878 0.3 -2.4 0.3
C 0.125 4.381 -0.480 0.6 -2.4 4.4
C 0.345 2.852 -0.374 0.1 0.7 2.9
S 0.534 1.743 -1.871 1.0 0.1 1.8
H 12.163 -4.713 1.863 -1.6 -0.2 -0.3
H 10.833 -5.587 0.823 0.6 1.2 0.8
H 10.293 -4.523 2.234 1.5 -0.3 -1.0
H 11.241 -2.399 1.082 -0.5 -1.2 -0.8
H 12.884 -3.500 -0.169 -1.0 0.1 -0.7
H 9.599 -2.806 -1.172 -0.3 -0.8 1.4
H 9.225 -4.414 -0.272 0.1 1.4 0.1
H 9.109 -2.542 1.746 -0.4 -0.2 -0.8
H 7.165 -3.949 0.227 -0.1 1.6 0.7
H 6.952 -3.197 1.892 0.2 0.6 -1.7
H 6.653 -0.821 0.702 -0.8 -1.3 -1.0
H 6.612 -1.745 -0.951 -0.7 0.2 1.5
H 4.849 -1.290 -2.393 -1.3 0.7 1.4
H 4.057 -0.046 -4.190 -1.6 1.0 0.7
H 1.546 -1.316 -4.057 0.2 1.9 -0.8
H 2.945 -2.181 -5.764 -0.3 1.6 -0.1
H 3.617 -0.486 -6.255 -1.4 -0.9 0.6
H 1.975 -1.031 -6.860 1.1 -0.3 1.2
H 2.891 -1.067 1.866 0.0 0.5 -1.7
H -0.195 -1.281 1.018 -0.6 1.8 -0.3
H -0.931 -0.012 -0.141 0.5 -0.2 1.3
H -1.554 -0.560 2.926 -0.3 0.8 -1.6
H -1.780 1.169 2.324 0.4 -1.8 -0.7
H -3.668 0.756 1.103 0.9 -1.7 0.2
H -2.971 -0.669 0.168 0.0 0.5 1.8
H -6.715 0.809 -0.580 -0.2 -1.4 -1.5
H -7.184 1.290 -3.229 0.2 -2.0 0.7
H -7.516 -0.731 -5.027 0.4 0.1 2.0
H -7.307 -3.301 -4.134 0.2 1.8 1.0
H -6.862 -3.729 -1.550 -0.2 1.9 -0.9
H -9.219 -1.136 0.167 0.3 -1.8 0.8
H -11.384 -2.483 0.671 1.6 -1.0 0.6
H -11.211 -4.937 1.857 1.8 0.7 -0.2
H -8.738 -5.870 2.503 0.0 1.9 -0.9
H -6.495 -4.465 1.953 -1.7 0.6 -0.3
H 0.405 2.334 3.320 -0.1 1.1 -1.7
H -0.099 6.300 0.828 0.1 -1.6 0.2
H 0.075 4.901 -1.489 0.1 -0.7 1.7
C -1.939 9.458 3.537 -0.6 -0.1 0.8
C -2.236 8.535 2.338 2.0 -0.2 0.4
C -1.893 7.086 2.725 -0.7 -0.2 0.7
O -1.434 8.895 1.326 -0.2 0.2 -1.3
H -0.886 9.419 3.840 0.0 -0.1 -0.3
H -2.186 10.500 3.308 0.0 -0.1 -0.2
H -2.541 9.163 4.409 -0.1 0.1 0.2
H -3.336 8.561 2.201 -0.4 0.1 -0.4
H -0.844 6.960 3.004 -0.2 0.5 -0.1
H -2.107 6.386 1.910 -0.1 0.2 -0.1
H -2.501 6.773 3.587 0.0 -0.2 0.1
```
Forces are in eV/Å.

## Properties
Kohn-Sham gap: 2.537 eV
ΔE to the lowest compared entry with this formula, charge and spin: 1789.8 kJ/mol
E: -3792.14707 Eh
net charge: -1
LUMO energy: 0.0044 Ha

Here are the Mulliken charges for atoms 1 to 8, given in e: C -1.002; C 0.025; O -0.542; C -0.425; N -0.286; C -0.522; C -0.276; O -0.328

---

DFT (ωB97M-V/def2-TZVPD) results for a molecular structure, C39H45FN6O3PPb.

The geometry in XYZ format:
```
96
Properties=species:S:1:pos:R:3:forces:R:3
Pb 0.297 0.335 0.267 0.0 0.0 0.5
F 1.240 -6.294 2.528 0.0 0.0 0.0
C 0.161 -5.913 1.796 0.0 0.2 -0.1
C 0.102 -4.608 1.389 -0.2 -0.3 -0.1
C -0.949 -4.160 0.594 -0.1 -0.4 0.1
C -0.923 -2.767 0.130 -0.2 -0.2 -0.2
O 0.068 -2.073 0.411 -0.1 0.2 0.0
C -2.044 -2.401 -0.685 0.1 0.5 0.0
C -2.989 -3.330 -0.981 0.2 0.0 -0.1
N -2.995 -4.619 -0.555 -0.3 0.3 -0.1
C -3.984 -5.516 -1.082 -0.1 -0.2 -0.3
C -5.431 -5.131 -1.039 0.0 0.0 -0.1
C -4.932 -6.245 -0.176 -0.1 -0.1 0.1
C -1.962 -5.069 0.225 0.7 0.0 0.4
C -1.870 -6.402 0.652 0.0 0.0 0.0
C -0.824 -6.848 1.445 0.0 0.4 -0.1
N -0.801 -8.206 1.865 0.1 -0.2 0.1
C -0.673 -9.205 0.821 -0.1 0.0 0.1
C -1.096 -10.571 1.356 -0.3 0.4 -0.8
N -0.249 -10.911 2.529 0.1 -0.5 0.1
C -0.411 -9.881 3.588 0.1 0.8 0.5
C 0.015 -8.533 3.018 -0.2 -0.1 0.1
C -2.245 -1.021 -1.344 -0.1 -0.9 -0.1
O -2.925 -1.012 -2.357 -0.3 0.0 -0.3
O -1.713 -0.018 -0.792 0.5 0.6 0.6
H 0.886 -3.915 1.646 0.1 0.1 0.1
H -3.783 -3.042 -1.659 0.0 0.0 0.1
H -3.636 -6.042 -1.967 -0.1 0.0 0.1
H -6.041 -5.366 -1.897 0.0 0.0 -0.1
H -5.698 -4.209 -0.551 0.1 0.1 0.1
H -5.197 -7.259 -0.434 0.0 -0.1 -0.1
H -4.870 -6.062 0.883 0.1 0.1 0.1
H -2.628 -7.107 0.354 -0.1 0.0 0.1
H 0.362 -9.270 0.440 0.0 0.0 0.0
H -1.320 -8.937 -0.016 0.1 -0.1 0.0
H -0.983 -11.335 0.587 0.1 0.0 0.1
H -2.136 -10.542 1.687 0.1 -0.1 0.1
H 0.736 -10.922 2.233 -0.2 -0.1 0.1
H -0.485 -11.842 2.891 0.1 0.2 -0.1
H 0.213 -10.134 4.444 0.0 -0.2 -0.1
H -1.457 -9.859 3.893 0.0 -0.1 -0.1
H 1.090 -8.576 2.782 -0.1 0.0 0.1
H -0.136 -7.770 3.783 0.1 -0.2 0.0
N -0.487 0.571 2.269 0.1 0.0 -0.3
P -1.952 0.649 2.746 -0.5 0.1 0.1
C -2.966 1.982 2.000 0.3 -0.3 0.1
C -2.368 2.728 0.997 0.1 -0.2 0.0
C -3.081 3.689 0.307 0.0 0.1 0.0
C -4.407 3.917 0.633 0.0 0.1 0.0
C -5.002 3.202 1.661 -0.2 0.0 0.1
C -4.286 2.240 2.351 0.1 0.0 0.0
C -2.083 0.884 4.553 -0.1 -0.1 -0.4
C -1.119 1.672 5.167 0.1 0.0 0.0
C -1.140 1.851 6.539 0.0 0.0 0.0
C -2.118 1.230 7.301 0.0 0.0 0.1
C -3.082 0.447 6.691 -0.1 0.0 0.1
C -3.074 0.281 5.317 0.0 0.0 0.0
C -2.958 -0.870 2.499 0.3 0.3 -0.1
C -2.449 -2.008 3.119 0.0 0.0 0.0
C -3.088 -3.224 2.986 0.0 -0.1 0.0
C -4.241 -3.312 2.222 -0.1 -0.1 -0.1
C -4.732 -2.191 1.575 -0.2 -0.1 0.0
C -4.091 -0.970 1.705 0.0 0.1 0.1
H -1.331 2.524 0.755 -0.1 0.2 0.0
H -2.603 4.248 -0.483 0.0 0.1 -0.1
H -4.975 4.654 0.086 -0.1 0.1 0.0
H -6.034 3.390 1.919 -0.1 0.0 0.0
H -4.749 1.681 3.153 -0.1 0.0 0.1
H -0.355 2.121 4.549 0.1 0.0 0.0
H -0.397 2.470 7.019 0.1 0.0 0.0
H -2.127 1.358 8.373 0.0 0.0 0.1
H -3.843 -0.037 7.288 -0.1 0.0 0.0
H -3.829 -0.329 4.839 0.0 0.0 0.0
H -1.549 -1.916 3.714 0.1 -0.1 0.0
H -2.705 -4.102 3.489 0.1 -0.1 0.0
H -4.758 -4.257 2.128 -0.1 -0.1 0.0
H -5.636 -2.265 0.986 -0.1 0.0 -0.1
H -4.483 -0.104 1.193 0.0 0.1 0.0
C 3.796 -2.753 -2.811 -0.3 0.2 -0.1
C 2.652 -1.931 -3.412 0.0 -0.1 -0.2
C 1.574 -2.872 -3.957 0.2 0.2 0.2
C 3.181 -1.020 -4.532 -0.2 -0.1 0.3
N 2.083 -1.182 -2.286 0.0 0.1 0.4
N 1.036 -0.266 -2.544 0.0 0.1 -0.5
H 4.215 -3.431 -3.549 0.1 -0.1 -0.1
H 3.417 -3.331 -1.970 0.0 -0.1 0.1
H 4.589 -2.102 -2.450 0.1 0.1 0.0
H 1.988 -3.499 -4.742 0.0 -0.1 -0.1
H 0.735 -2.313 -4.367 -0.1 0.0 -0.1
H 1.199 -3.502 -3.153 0.0 -0.1 0.1
H 3.759 -1.599 -5.246 0.1 0.0 -0.2
H 3.823 -0.241 -4.123 0.1 0.0 0.0
H 2.361 -0.543 -5.067 0.0 0.1 -0.1
H 2.823 -0.665 -1.817 -0.1 -0.1 0.0
H 0.191 -0.775 -2.786 0.1 0.1 0.0
H 1.246 0.394 -3.297 -0.1 -0.3 0.0
```
Forces are in eV/Å.

## Properties
Kohn-Sham gap: 5.966 eV
ΔE to the lowest compared entry with this formula, charge and spin: 93.5 kJ/mol
E: -2701.23275 Eh
net charge: +1
LUMO energy: -0.1216 Ha

Here are the Mulliken charges for atoms 1 to 8, given in e: Pb 0.946; F -0.383; C 0.904; C -0.790; C 0.068; C 2.417; O -1.177; C 0.326

---

DFT (ωB97M-V/def2-TZVPD) results for a molecular structure, C39H45GeN2O3SrTe.

The geometry in XYZ format:
```
92
Properties=species:S:1:pos:R:3:forces:R:3
Sr 0.347 2.021 0.048 0.8 1.0 -1.3
C -0.883 -4.427 4.126 0.0 0.0 0.0
C -0.721 -3.111 3.409 0.0 0.0 0.0
C -0.333 -1.957 4.075 0.1 0.0 0.0
C -0.150 -0.753 3.411 0.0 0.0 0.0
C 0.285 0.421 4.231 0.0 0.1 0.0
O -0.212 0.617 5.326 0.1 -0.1 0.0
C 1.388 1.341 3.762 -0.1 -0.2 0.0
C 2.304 0.984 2.774 0.0 0.0 -0.1
C 3.297 1.873 2.380 -0.1 0.0 0.1
C 3.384 3.123 2.984 0.0 -0.1 -0.1
C 2.497 3.470 3.992 0.0 0.0 0.0
C 1.507 2.579 4.381 -0.1 0.1 0.0
C -0.431 -0.635 2.022 0.1 0.4 0.0
O -0.362 0.514 1.437 -0.5 -1.4 1.5
C -0.828 -1.818 1.333 0.1 0.0 -0.3
C -0.954 -3.008 2.044 0.0 -0.1 0.1
C -1.129 -1.820 -0.125 0.0 -0.2 0.3
N -0.708 -0.910 -0.918 0.1 0.1 -0.1
C -1.105 -0.932 -2.332 0.0 0.0 -0.1
C -2.589 -0.739 -2.614 0.0 0.0 -0.1
Te -3.261 1.178 -1.906 0.0 0.1 0.1
C -4.139 0.358 -0.160 -0.1 0.0 0.0
C -5.408 -0.216 -0.197 0.0 0.0 0.1
C -5.962 -0.778 0.948 0.0 0.0 0.0
C -5.254 -0.765 2.144 0.0 0.0 0.0
C -3.992 -0.188 2.191 -0.1 0.0 0.0
C -3.440 0.373 1.046 0.0 0.1 -0.1
C -1.967 -2.980 -0.597 0.0 0.0 0.0
C -1.427 -3.954 -1.429 0.0 0.0 0.0
C -2.211 -5.006 -1.883 0.0 0.0 0.0
C -3.546 -5.087 -1.511 0.0 0.0 0.0
C -4.084 -4.127 -0.663 0.0 0.0 0.0
C -3.295 -3.087 -0.196 0.0 -0.1 0.0
H -0.582 -4.340 5.170 0.0 0.0 0.0
H -0.274 -5.211 3.669 0.0 0.0 0.0
H -1.920 -4.771 4.108 0.0 0.0 0.0
H -0.149 -1.982 5.144 0.0 0.0 0.0
H 2.246 0.006 2.312 -0.1 0.0 0.0
H 3.981 1.596 1.590 0.0 0.0 0.0
H 4.138 3.828 2.657 0.0 0.0 0.0
H 2.566 4.440 4.466 0.0 0.0 0.0
H 0.795 2.834 5.155 0.0 0.0 0.0
H -1.253 -3.902 1.507 0.0 0.0 0.0
H -0.754 -1.847 -2.825 0.0 -0.1 0.0
H -0.588 -0.092 -2.801 0.1 0.0 -0.1
H -3.220 -1.501 -2.165 0.0 0.0 0.0
H -2.749 -0.768 -3.693 0.0 0.0 0.0
H -5.961 -0.231 -1.128 0.0 0.0 0.0
H -6.948 -1.225 0.906 0.0 0.0 0.0
H -5.687 -1.198 3.037 0.0 0.0 0.0
H -3.425 -0.182 3.115 0.0 0.0 0.0
H -2.449 0.804 1.089 -0.1 0.0 0.0
H -0.385 -3.891 -1.718 0.0 0.0 0.0
H -1.779 -5.764 -2.524 0.0 0.0 0.0
H -4.162 -5.900 -1.874 0.0 0.0 0.0
H -5.123 -4.183 -0.366 0.0 0.0 0.0
H -3.709 -2.347 0.477 0.0 0.0 0.0
C 0.388 5.211 1.060 0.0 -0.2 0.0
Ge 0.397 5.091 -0.950 -0.4 0.3 -0.6
C 2.371 5.248 -1.346 0.1 0.1 0.1
C -0.206 6.904 -1.540 0.1 0.2 0.2
C -0.692 3.650 -1.530 0.8 -0.3 0.3
H 0.452 6.254 1.378 0.0 0.0 0.0
H 1.233 4.689 1.524 0.1 0.0 0.0
H -0.540 4.797 1.469 0.0 0.0 0.0
H 2.793 6.161 -0.908 0.0 0.0 0.0
H 2.520 5.283 -2.429 0.0 0.0 0.0
H 2.935 4.391 -0.960 0.0 0.0 0.0
H 0.396 7.711 -1.104 0.0 0.0 0.0
H -1.247 7.042 -1.243 0.0 0.0 0.0
H -0.150 6.977 -2.628 0.0 -0.1 0.0
H -0.478 3.475 -2.603 -0.4 0.1 -0.1
O 3.292 0.907 -0.934 -0.4 0.1 0.3
C 3.309 0.299 -1.995 0.0 -0.1 -0.1
C 4.495 0.358 -2.929 0.1 0.0 -0.1
C 5.287 -0.966 -3.002 0.0 0.0 0.0
C 4.456 -2.227 -2.766 0.0 0.1 0.0
C 3.274 -2.385 -3.717 0.0 0.0 0.0
C 2.278 -1.207 -3.666 0.0 0.0 0.0
N 2.284 -0.485 -2.405 -0.1 0.0 0.1
H 5.130 1.167 -2.574 0.0 0.0 0.0
H 4.135 0.640 -3.921 0.0 0.0 0.0
H 6.081 -0.938 -2.254 0.0 0.0 0.0
H 5.777 -1.028 -3.977 0.0 0.0 0.0
H 4.084 -2.218 -1.739 0.0 0.0 0.0
H 5.103 -3.103 -2.852 0.0 0.0 0.0
H 2.755 -3.315 -3.471 0.0 0.0 0.0
H 3.635 -2.486 -4.744 0.0 0.0 0.0
H 1.267 -1.570 -3.820 -0.1 0.0 0.0
H 2.479 -0.508 -4.480 0.0 0.0 0.0
H 1.479 -0.544 -1.788 0.1 -0.1 -0.1
```
Forces are in eV/Å.

## Properties
Kohn-Sham gap: 3.597 eV
ΔE to the lowest compared entry with this formula, charge and spin: 427.1 kJ/mol
E: -4223.98048 Eh
net charge: -1
LUMO energy: 0.0764 Ha

Here are the Mulliken charges for atoms 1 to 8, given in e: Sr 1.289; C -1.632; C 0.065; C -0.488; C 1.147; C -0.575; O -0.673; C 0.718